# 1
{
  "formula": "C3H2INO2",
  "method": "ωB97M-V/def2-TZVPD",
  "smiles": "O=c1[nH]c(I)co1",
  "orbital_gap_ha": [0.2716, 0.2958],
  "homo_ha": [-0.282, -0.305],
  "e_tot_ha": -618.3324,
  "relative_energy_kcal_mol": 59.9,
  "spin_multiplicity": 1,
  "symbols": ["O", "C", "N", "C", "I", "C", "O", "H", "H"],
  "xyz": [[0.6209, -0.3887, 2.5440], [0.3974, -0.1032, 1.4014], [-0.7112, -0.5633, 0.6709], [-0.7331, -0.2403, -0.6213], [-2.3836, -0.2157, -1.8442], [0.6721, 0.9562, -0.5839], [1.1743, 0.6529, 0.6147], [-1.4166, -1.0900, 1.1624], [1.3454, 1.0642, -1.4115]]
}

***

# 2
{
  "formula": "C2H10N2O2",
  "method": "ωB97M-V/def2-TZVPD",
  "smiles": "[H]/N=C/NC.O.O",
  "orbital_gap_ha": 0.3356,
  "homo_ha": -0.316,
  "e_tot_ha": -342.1179,
  "relative_energy_kcal_mol": 47.7,
  "spin_multiplicity": 1,
  "symbols": ["H", "N", "C", "N", "C", "H", "H", "H", "H", "H", "O", "H", "H", "O", "H", "H"],
  "xyz": [[-3.1655, 2.4972, 0.0029], [-2.2378, 2.9446, 0.1219], [-1.2343, 2.1334, -0.0596], [-0.1883, 1.9768, 0.8441], [0.1093, 0.6457, 1.2648], [-1.2773, 1.1971, -0.7003], [-0.2549, 2.7235, 1.5229], [1.0130, 0.2082, 0.7976], [-0.6668, -0.1337, 1.0665], [0.1977, 0.7871, 2.3539], [3.5236, -2.0612, -0.6729], [4.3292, -1.6460, -0.2789], [2.7863, -1.7913, -0.0156], [-0.9336, -3.0281, -1.6952], [-0.2566, -3.3087, -2.2817], [-1.7439, -3.1446, -2.2705]]
}

***

# 3
{
  "formula": "C29H37Br4F3N2O6SSi2TeY",
  "method": "ωB97M-V/def2-TZVPD",
  "total_charge": -1,
  "orbital_gap_ha": 0.2576,
  "homo_ha": -0.178,
  "e_tot_ha": -13567.8201,
  "relative_energy_kcal_mol": 3.1,
  "spin_multiplicity": 1,
  "symbols": ["Y", "O", "N", "C", "C", "C", "C", "C", "S", "H", "H", "H", "H", "Br", "C", "C", "Br", "C", "Br", "C", "O", "C", "O", "C", "Br", "C", "C", "C", "O", "C", "O", "O", "H", "H", "H", "H", "H", "H", "H", "F", "C", "F", "F", "C", "C", "C", "N", "C", "C", "H", "H", "H", "H", "C", "Si", "C", "C", "C", "Te", "C", "Si", "C", "C", "C", "H", "H", "H", "H", "H", "H", "H", "H", "H", "H", "H", "H", "H", "H", "H", "H", "H", "H", "H", "H", "H", "H"],
  "xyz": [[0.0892, 0.6207, -0.5930], [-0.0421, 2.6771, 0.5097], [0.3274, 2.9518, 1.7470], [-0.3254, 3.9503, 2.3790], [0.0015, 4.3272, 3.6519], [1.0426, 3.6515, 4.2970], [1.6875, 2.6343, 3.6454], [1.3288, 2.2411, 2.3404], [2.0570, 0.9405, 1.5160], [-1.1035, 4.4056, 1.7863], [-0.5458, 5.1283, 4.1253], [1.3323, 3.9232, 5.3034], [2.4887, 2.0806, 4.1136], [3.9877, 0.2905, -6.7142], [2.9562, -0.2203, -5.2149], [2.6445, -1.5497, -4.9919], [3.2293, -2.8957, -6.1827], [1.8823, -1.8993, -3.8653], [1.3907, -3.6934, -3.5094], [1.4467, -0.9481, -2.9535], [0.7626, -1.2193, -1.8672], [1.7495, 0.4293, -3.1952], [1.2951, 1.3001, -2.3341], [2.4985, 0.7577, -4.3191], [2.8474, 2.6009, -4.5781], [-4.0787, -0.3409, -2.1815], [-2.8561, -0.9843, -1.5371], [-2.8871, -2.4948, -1.7091], [-1.6968, -0.4377, -2.1821], [-2.8481, -0.6127, -0.0327], [-3.7253, -1.0824, 0.6805], [-1.9229, 0.1982, 0.3445], [-4.1270, -0.6249, -3.2342], [-4.0151, 0.7464, -2.1223], [-4.9830, -0.6676, -1.6702], [-2.9613, -2.7413, -2.7707], [-3.7436, -2.9048, -1.1778], [-1.9840, -2.9561, -1.3039], [-1.0316, -1.1339, -2.3384], [-4.4612, 4.7970, -4.7737], [-3.8775, 5.3060, -3.6718], [-3.1872, 6.3923, -4.0686], [-4.8645, 5.7351, -2.8673], [-2.9862, 4.2993, -3.0005], [-1.8132, 3.9113, -3.6246], [-1.0125, 2.9712, -2.9963], [-1.3290, 2.4277, -1.8229], [-2.4535, 2.8159, -1.2225], [-3.3190, 3.7459, -1.7763], [-1.5127, 4.3304, -4.5749], [-0.0743, 2.6414, -3.4242], [-2.6606, 2.3574, -0.2638], [-4.2242, 4.0263, -1.2578], [-1.2228, 0.2190, 3.7155], [-0.9511, -1.6040, 4.0211], [-2.4840, -2.5833, 3.5965], [-0.5091, -1.8646, 5.8339], [0.5193, -2.2351, 3.0286], [0.1700, -2.3827, 0.9337], [1.9229, -3.4717, 0.3999], [3.6451, -2.7316, 0.5146], [4.0608, -2.1916, 2.2622], [4.8127, -4.1307, 0.0425], [3.8985, -1.3326, -0.6941], [-2.0624, 0.5781, 4.3175], [-1.4691, 0.4017, 2.6669], [-0.3351, 0.7969, 3.9818], [-3.2777, -2.3937, 4.3242], [-2.2780, -3.6563, 3.5903], [-2.8695, -2.2973, 2.6135], [-1.3010, -1.4867, 6.4855], [0.4141, -1.3395, 6.0902], [-0.3667, -2.9240, 6.0602], [0.7689, -3.2401, 3.3802], [1.3802, -1.5820, 3.1697], [1.7375, -3.7183, -0.6486], [1.8805, -4.4064, 0.9646], [3.8083, -2.9699, 2.9870], [3.5292, -1.2795, 2.5350], [5.1321, -1.9893, 2.3430], [4.7235, -4.9709, 0.7357], [5.8531, -3.7966, 0.0539], [4.5907, -4.4972, -0.9625], [3.2166, -0.4965, -0.5299], [3.7518, -1.6815, -1.7188], [4.9179, -0.9472, -0.6096]]
}

***

# 4
{
  "formula": "C4H6AgO3",
  "method": "ωB97M-V/def2-TZVPD",
  "s_squared": 2.0120,
  "total_charge": 1,
  "orbital_gap_ha": [0.3782, 0.2921],
  "homo_ha": [-0.548, -0.576],
  "e_tot_ha": -528.1917,
  "relative_energy_kcal_mol": 58.7,
  "spin_multiplicity": 3,
  "symbols": ["H", "C", "H", "H", "C", "O", "C", "O", "Ag", "O", "C", "H", "H", "H"],
  "xyz": [[1.1781, 2.0855, -3.1056], [-0.2190, 1.5929, -3.4117], [-1.3045, 1.4925, -3.5632], [0.2809, 0.7816, -3.9631], [0.2169, 2.2493, -2.3295], [0.7823, 1.1109, 1.6744], [0.2841, -0.0512, 1.5860], [-0.2186, -0.4395, 0.4911], [0.2684, 1.4108, -0.2774], [0.2959, -0.8098, 2.6550], [-0.2864, -2.1136, 2.5654], [-1.3500, -2.0366, 2.3125], [0.2374, -2.7115, 1.8110], [-0.1654, -2.5613, 3.5550]]
}

***

# 5
{
  "formula": "H26O13",
  "method": "ωB97M-V/def2-TZVPD",
  "orbital_gap_ha": 0.2856,
  "homo_ha": -0.301,
  "e_tot_ha": -993.4273,
  "relative_energy_kcal_mol": 217.1,
  "spin_multiplicity": 1,
  "symbols": ["H", "H", "H", "H", "H", "H", "H", "H", "H", "H", "H", "H", "H", "H", "H", "H", "H", "H", "H", "H", "H", "H", "H", "H", "H", "H", "O", "O", "O", "O", "O", "O", "O", "O", "O", "O", "O", "O", "O"],
  "xyz": [[0.3879, 1.0197, 0.4936], [-0.1795, -0.3795, 0.6798], [3.7201, 2.0363, -2.0497], [3.1916, 3.3447, -1.4536], [-4.7689, -0.1054, -0.4034], [-4.2804, 1.2306, -1.1524], [1.3161, 4.6376, 3.0267], [1.6110, 5.1030, 1.5785], [4.2361, 0.2048, -1.2537], [4.4976, -1.2906, -1.2696], [-3.0839, -3.1067, -0.4483], [-2.1285, -2.3324, 0.4736], [2.5276, -1.4702, -1.7960], [2.3903, -0.0537, -2.2747], [-3.7712, 1.4216, 1.7261], [-2.6021, 2.3362, 1.9600], [-1.2894, 0.7556, -2.0761], [-1.6189, 0.2101, -0.6403], [-0.5436, -4.8245, 1.0533], [-0.7681, -4.3691, 2.5120], [-3.1580, 0.3079, -1.8548], [-3.5755, 1.2024, -2.9503], [2.1619, -3.6325, 0.1901], [1.9374, -2.9058, 1.6069], [1.4931, -0.1608, 2.5398], [2.5286, -0.2325, 3.6407], [-0.0392, 0.3326, 0.0357], [3.1057, 2.7553, -2.1551], [-4.9834, 0.8380, -0.6844], [1.1125, 5.3792, 2.4576], [4.0866, -0.6109, -1.7997], [-2.3203, -3.2411, 0.1121], [2.2900, -0.9511, -2.6364], [-3.0861, 1.9900, 1.2493], [-1.7585, 0.9009, -1.2031], [-0.0442, -4.4550, 1.8678], [-2.8768, 0.5466, -2.7162], [2.0950, -2.7094, 0.6762], [2.1876, 0.2780, 2.9379]]
}

***

# 6
{
  "formula": "ClH12O6",
  "method": "ωB97M-V/def2-TZVPD",
  "total_charge": -1,
  "orbital_gap_ha": 0.3603,
  "homo_ha": -0.236,
  "e_tot_ha": -918.9618,
  "relative_energy_kcal_mol": 2.6,
  "spin_multiplicity": 1,
  "symbols": ["Cl", "O", "H", "H", "O", "H", "H", "O", "H", "H", "O", "H", "H", "O", "H", "H", "O", "H", "H"],
  "xyz": [[-0.2606, 0.2612, 0.4596], [-0.8856, 0.6700, -2.8600], [-0.4151, 0.3632, -2.0641], [-0.6181, 0.0568, -3.5515], [-1.0976, 3.5211, 0.8219], [-0.8821, 2.5728, 0.8659], [-0.9547, 3.7454, -0.1025], [-3.1337, -0.1053, 1.9572], [-2.2360, 0.0109, 1.5794], [-3.7023, -0.1750, 1.1855], [-0.2450, -2.9704, 1.0384], [0.1156, -3.0597, 1.9256], [-0.1822, -2.0118, 0.8507], [2.7526, 1.2625, -0.5936], [1.9121, 1.1086, -0.1197], [3.1705, 0.3920, -0.5989], [2.5628, -1.7190, -0.1462], [2.4414, -2.5548, -0.6080], [1.6579, -1.3684, -0.0396]]
}

***

- Which formula does entry 5 have?
  H26O13